Record 1
This record from OMol25 describes C16H17INO6P2PdSTe as an isolated structure. The level of theory is the ωB97M-V functional and the def2-TZVPD basis.

Properties
Orbital gap = 6.359 eV
Energy relative to the best compared isomer or geometry (same formula, charge and spin) = 11.5 kcal/mol
E_tot = -78937.78273 eV
Maximum force = 0.53 eV/Å
HOMO = -4.23 eV

Structure (ORCA input):
```
! RIJCOSX wB97M-V def2-TZVPD def2/J DEFGRID3
* xyz -1 1
Pd -0.2736 -0.4967 0.4971
N -1.8420 -4.2716 -2.2688
C -1.4753 -3.0154 -1.5653
C -1.3674 -1.8265 -2.5208
P -2.8473 -2.6620 -0.3281
O -2.4960 -3.6614 0.8978
O -4.0712 -3.1649 -1.0021
O -2.6522 -1.2453 0.1095
P 0.0973 -3.3653 -0.7073
O 1.2858 -2.9469 -1.7009
O 0.1308 -4.9326 -0.6907
O 0.2825 -2.6973 0.6211
H -2.8570 -4.3565 -2.1974
H -0.6686 -5.1790 -1.2469
H -1.5909 -4.2112 -3.2494
H -2.3527 -1.6106 -2.9367
H -0.6669 -2.0418 -3.3321
H -1.0293 -0.9242 -2.0058
H -1.8220 -3.2570 1.4658
H 1.7316 -2.1423 -1.3936
I 2.4411 0.1281 0.1162
C 1.6992 2.0029 -0.4487
C 2.6047 2.9074 -0.9173
C 2.1786 4.1991 -1.2890
C 0.8609 4.5280 -1.1826
C -0.0955 3.5975 -0.7021
C -1.4596 3.9558 -0.6298
C -2.3815 3.0510 -0.1881
C -1.9833 1.7651 0.2211
C -0.6691 1.3659 0.1731
C 0.3138 2.2893 -0.3061
H 3.6486 2.6364 -1.0032
H 2.9023 4.9135 -1.6603
H 0.5133 5.5135 -1.4711
H -1.7527 4.9524 -0.9394
H -3.4304 3.3177 -0.1373
H -2.7260 1.0611 0.5705
Te -0.7941 -0.0348 3.0854
C 1.1858 0.5307 3.5015
C 2.2349 -0.2484 3.9077
C 3.4687 0.4560 3.9889
C 3.3481 1.7665 3.6372
S 1.7340 2.1304 3.1867
H 2.1184 -1.3000 4.1315
H 4.4030 0.0044 4.2955
H 4.1211 2.5189 3.6149
*
```

natural (NBO) atomic charge list, values in e, 8 entries: number 1, Pd, carries 0.55; number 2, N, carries -0.88; number 3, C, carries -0.66; number 4, C, carries -0.62; number 5, P, carries 2.40; number 6, O, carries -1.02; number 7, O, carries -1.16; number 8, O, carries -1.19



Record 2
This record from OMol25 describes C16H17LiN4O4S4 as an isolated structure. The level of theory is the ωB97M-V functional and the def2-TZVPD basis.

Properties
Orbital gap = 5.518 eV
Energy relative to the best compared isomer or geometry (same formula, charge and spin) = 1.9 kcal/mol
E_tot = -74570.19144 eV
Maximum force = 0.29 eV/Å
HOMO = -1.30 eV

Structure (ORCA input):
```
! RIJCOSX wB97M-V def2-TZVPD def2/J DEFGRID3
* xyz -2 1
Li 2.0737 -1.4623 -2.3570
S 3.3823 -3.2630 -3.0984
C 2.1183 -4.4560 -3.0853
C 2.5266 -5.7898 -3.4391
N 2.8875 -6.8496 -3.7188
C 0.8004 -4.2422 -2.7836
S 0.0893 -2.7141 -2.3448
C -0.1067 -5.3553 -2.8384
N -0.8611 -6.2273 -2.8898
C -2.7233 -0.0397 -1.2462
C -1.3425 0.2675 -0.6858
C -0.9529 -0.7567 0.3703
N 0.3816 -0.4881 0.9006
C 0.8042 -0.5587 2.1477
S 2.4119 -0.6656 2.5869
N -0.1723 -0.5767 3.1631
C -1.2176 0.2820 3.4005
O -1.9975 0.0696 4.3119
C -1.3385 1.4988 2.5394
C -2.6082 1.9069 2.1452
C -2.7594 3.0339 1.3551
C -1.6437 3.7700 0.9749
C -0.3794 3.3823 1.3954
C -0.2261 2.2486 2.1767
H -2.9898 0.6762 -2.0255
H -3.4872 0.0105 -0.4620
H -2.7463 -1.0398 -1.6831
H -1.3124 1.2728 -0.2629
H -0.5988 0.2503 -1.4844
H -0.9198 -1.7476 -0.0905
H -1.6799 -0.7815 1.1840
H 1.1137 -0.4209 0.1869
H 0.0696 -1.1641 3.9462
H -3.4646 1.3203 2.4529
H -3.7460 3.3300 1.0208
H -1.7568 4.6365 0.3358
H 0.4925 3.9433 1.0853
H 0.7631 1.9437 2.4968
C 2.9533 2.0569 0.1129
S 2.3467 1.6718 -1.5182
O 3.4476 1.9033 -2.4301
O 1.1793 2.5115 -1.7237
O 1.9889 0.2315 -1.4008
H 3.2035 3.1159 0.1394
H 3.8272 1.4414 0.3084
H 2.1694 1.8235 0.8311
*
```

natural (NBO) atomic charge list, values in e, 8 entries: number 1, Li, carries 0.84; number 2, S, carries -0.49; number 3, C, carries -0.30; number 4, C, carries 0.31; number 5, N, carries -0.42; number 6, C, carries -0.31; number 7, S, carries -0.53; number 8, C, carries 0.31



Record 3
This record from OMol25 describes a 2-piece molecular cluster, C16H17N overall at a distorted geometry. The level of theory is the ωB97M-V functional and the def2-TZVPD basis.

Properties
Structure (SMILES) = Cc1c[nH]c2ccccc12.Cc1ccccc1
Orbital gap = 8.653 eV
Energy relative to the best compared isomer or geometry (same formula, charge and spin) = 26.6 kcal/mol
E_tot = -18357.18863 eV
Maximum force = 2.00 eV/Å
HOMO = -7.83 eV

Structure (ORCA input):
```
! RIJCOSX wB97M-V def2-TZVPD def2/J DEFGRID3
* xyz 0 1
C 3.5110 -1.5554 -0.9037
C 3.3410 -0.0748 -0.6495
C 3.8161 0.9023 -1.4597
N 3.6591 2.1348 -0.8351
C 3.0777 1.9413 0.3926
C 2.7251 2.7940 1.4294
C 2.2025 2.2516 2.5830
C 2.1102 0.8720 2.7759
C 2.5030 -0.0121 1.7708
C 2.8274 0.5556 0.5320
H 2.7405 -1.8593 -1.5855
H 3.1892 -2.0961 -0.0119
H 4.4986 -1.8063 -1.2539
H 4.1631 0.8357 -2.4682
H 3.4999 3.0226 -1.2828
H 2.6739 3.8599 1.2334
H 1.7760 2.8801 3.3444
H 1.7049 0.4007 3.6620
H 2.6266 -1.0596 1.9306
C -3.2813 -2.4995 -2.0799
C -3.7484 -1.5647 -0.9907
C -4.6060 -0.5171 -1.3870
C -4.7258 0.5615 -0.5342
C -4.1199 0.5746 0.7260
C -3.3550 -0.4966 1.1479
C -3.1601 -1.5481 0.2488
H -3.1585 -3.5100 -1.6816
H -2.4263 -2.0769 -2.5888
H -4.0321 -2.6506 -2.8615
H -4.9833 -0.3990 -2.3922
H -5.2364 1.4850 -0.7758
H -4.1236 1.5408 1.2157
H -3.2050 -0.5371 2.2206
H -2.4842 -2.3495 0.5289
*
```

natural (NBO) atomic charge list, values in e, 8 entries: number 1, C, carries -0.63; number 2, C, carries -0.08; number 3, C, carries -0.03; number 4, N, carries -0.53; number 5, C, carries 0.13; number 6, C, carries -0.23; number 7, C, carries -0.22; number 8, C, carries -0.24



Record 4
This record from OMol25 describes a 2-piece molecular cluster, C16H17N overall at a distorted geometry. The level of theory is the ωB97M-V functional and the def2-TZVPD basis.

Properties
Structure (SMILES) = Cc1c[nH]c2ccccc12.Cc1ccccc1
Orbital gap = 8.766 eV
Energy relative to the best compared isomer or geometry (same formula, charge and spin) = 20.5 kcal/mol
E_tot = -18357.45339 eV
Maximum force = 2.72 eV/Å
HOMO = -7.88 eV

Structure (ORCA input):
```
! RIJCOSX wB97M-V def2-TZVPD def2/J DEFGRID3
* xyz 0 1
C 0.5357 -2.0183 3.0612
C -0.3170 -2.4375 1.9168
C -0.4449 -3.6835 1.3547
N -1.1370 -3.5774 0.1297
C -1.3664 -2.2518 -0.1226
C -2.0444 -1.6381 -1.1742
C -2.2303 -0.2631 -1.1772
C -2.0270 0.4550 0.0446
C -1.3627 -0.1899 1.0548
C -0.9791 -1.5270 1.0123
H 1.2974 -1.2900 2.7544
H 1.0866 -2.7769 3.6551
H -0.1723 -1.5980 3.8113
H 0.0432 -4.5514 1.7122
H -1.1493 -4.4440 -0.3770
H -2.3004 -2.1882 -2.0835
H -2.6828 0.2420 -2.0259
H -2.2794 1.4938 0.2883
H -1.2491 0.4248 1.9552
C -0.2224 3.1927 -2.2613
C 0.9182 2.4599 -1.6253
C 1.0138 1.0629 -1.6385
C 1.8686 0.4080 -0.7538
C 2.6256 1.1289 0.1526
C 2.5157 2.5064 0.2088
C 1.6388 3.1584 -0.6478
H 0.1056 4.0705 -2.8336
H -1.0507 3.5120 -1.6209
H -0.7698 2.6032 -3.0092
H 0.4539 0.4906 -2.3632
H 1.8583 -0.6730 -0.7053
H 3.2240 0.5976 0.8976
H 3.0680 3.0492 0.9757
H 1.5316 4.2521 -0.5661
*
```

natural (NBO) atomic charge list, values in e, 8 entries: number 1, C, carries -0.64; number 2, C, carries -0.10; number 3, C, carries -0.04; number 4, N, carries -0.54; number 5, C, carries 0.13; number 6, C, carries -0.25; number 7, C, carries -0.21; number 8, C, carries -0.23



Question: Among the records above, which one has the highest HOMO?
Answer: C16H17LiN4O4S4



Question: What is the formula in the third record?
Answer: C16H17N



Question: Number 4 is which compound?
Answer: C16H17N